Formula: C42H90I2NO4P2S
Source: OMol25
Level of theory: ωB97M-V/def2-TZVPD

* HOMO-LUMO gap: 0.278 Ha
* LUMO energy: 2.067 eV

Structure (ORCA input):
```
! wB97M-V def2-TZVPD RIJCOSX def2/J DEFGRID3
* xyz -1 1
H -0.175 2.996 5.760
H 5.827 -3.966 5.649
H 4.613 1.491 -4.572
H 2.630 -1.167 0.547
C -1.034 1.067 2.501
H -7.273 0.472 -4.260
H 1.953 -2.199 4.537
C 5.475 4.140 -4.743
H 4.546 4.653 -4.995
C -9.446 -3.001 -3.981
H -2.294 0.577 -4.508
I 0.085 1.770 8.350
H -4.583 -1.212 -2.220
C 1.512 2.683 7.016
C 2.862 2.591 -4.011
H -0.403 3.451 -6.238
H 2.831 3.116 -4.971
C 1.979 -2.252 5.616
C 2.387 -1.666 -4.284
C 3.912 -1.673 2.183
H -3.032 0.739 1.944
N -2.108 -2.532 7.284
H 3.125 -3.557 7.756
H -0.746 0.096 2.118
H 5.284 -3.376 2.207
H -1.468 0.605 -6.658
H -6.284 -2.354 -3.637
C 2.478 -2.947 -5.108
O 1.774 0.133 5.826
H -0.496 2.797 3.511
H -1.715 3.562 -4.210
H 2.854 4.344 7.357
H 1.242 -3.734 -2.632
C 3.814 -3.440 6.919
H -8.685 -3.074 -4.759
C -0.415 -0.750 -1.959
C 1.938 -0.054 2.185
H 2.740 0.693 2.285
C -1.179 2.692 -6.101
C 0.862 2.687 5.639
H -5.521 3.388 -4.932
H -0.564 2.255 -4.093
H -5.428 -1.132 -4.544
H 3.248 -1.033 -4.518
C -5.536 -0.727 -2.438
C 1.865 4.022 7.674
H 3.979 -1.280 3.199
C 4.215 -3.172 2.183
H 4.672 -1.168 1.585
C -3.950 1.890 -4.887
H 0.640 -2.468 7.976
H 1.268 3.806 -3.268
H -1.480 -0.119 7.720
H -2.712 1.603 -3.158
H -1.273 -3.641 3.145
P -1.708 -1.100 6.758
H 2.328 1.557 4.156
C 4.287 2.117 -3.734
C -7.455 -0.598 -4.116
H 0.293 -0.010 -2.338
H 1.219 0.339 1.460
P 1.037 1.067 4.490
H -7.778 -0.980 -5.089
H 0.691 2.295 2.330
H -2.069 -2.564 8.296
H 1.666 3.473 -0.842
H 3.769 -4.355 6.314
C 0.023 1.928 3.108
H -5.353 0.347 -2.521
H 1.280 -2.784 -1.164
C 2.260 3.490 -2.933
H -3.904 4.069 -4.803
C -2.311 1.405 2.397
C 2.131 2.811 -1.572
H 3.103 2.518 -1.170
H -4.643 1.100 -4.591
O 5.108 -3.333 7.492
C -0.969 -2.890 3.829
H 1.896 3.914 8.755
H 3.653 -1.338 6.669
H 6.918 -4.150 7.034
H 3.755 -3.656 3.044
H 1.482 -3.170 5.939
H 6.272 2.782 -3.284
H 1.120 4.781 7.448
H 0.194 1.019 -6.232
C 1.178 -1.058 6.134
S 1.145 -1.232 8.016
H -9.724 -2.209 -2.005
H -10.328 -2.528 -4.419
H 3.789 -3.642 1.295
H -3.877 1.835 -5.977
H 5.029 3.837 -2.657
C 5.307 3.235 -3.526
C 2.529 -1.341 1.623
H -2.666 -0.522 5.911
H -8.323 -0.247 -2.173
H -0.333 -2.082 -3.660
I 1.836 4.263 4.483
H 3.296 -2.410 -2.484
H 2.222 1.709 -4.133
H -2.686 2.347 2.776
C -8.948 -2.211 -2.775
C -8.586 -0.763 -3.100
H -9.721 -4.018 -3.698
H -1.419 -0.388 -2.187
C -2.596 1.596 -4.247
H 2.517 -2.725 -6.175
H 1.513 1.913 -1.641
H 1.835 -2.160 1.813
O 1.337 -0.295 3.421
H -8.088 -2.721 -2.334
C -0.608 -2.018 4.575
H 2.851 4.405 -2.832
H -9.476 -0.253 -3.484
H 1.616 -3.595 -4.941
H 6.637 -2.549 6.339
H 1.501 -1.099 -4.585
H -2.060 3.060 -6.634
O -0.428 0.325 5.035
C -0.186 -2.127 -2.576
H 4.290 1.465 -2.855
H -4.653 3.303 -3.399
C -6.141 -1.273 -3.728
C 1.188 -2.709 -2.253
H -6.188 -0.890 -1.579
C 3.434 -2.234 6.088
H -0.948 -2.812 -2.195
C 6.166 -3.505 6.579
C -1.477 2.572 -4.609
H 3.377 -3.511 -4.850
C -0.291 -0.969 5.557
C -4.538 3.239 -4.484
H -0.474 1.516 -7.787
C 2.373 -1.899 -2.775
H 5.786 3.563 -5.616
H 2.401 2.058 6.991
H 4.097 -2.198 5.223
C -0.708 1.384 -6.730
H 6.231 4.905 -4.561
H 2.399 -0.927 -2.272
H -0.313 -0.791 -0.873
*
```